*P*
Below is a structure of composition C33H40N5O7S3SeTi, with properties calculated with ωB97M-V with the def2-TZVPD basis set.

Calculated values
Net charge   +1
Molar mass   841.739 g mol⁻¹
Spin multiplicity   1
LUMO energy   -3.719 eV
Frontier orbital gap   6.17 eV

Geometry (Å):
Ti 1.70 -0.85 -1.24
C -1.31 -0.56 4.11
C -1.24 0.85 3.49
S -0.59 0.84 1.81
C 0.53 2.25 1.74
C 1.80 2.05 2.58
S 2.43 0.35 2.64
C 1.94 -0.15 4.32
C 1.32 -1.53 4.40
S -0.19 -1.82 3.47
H -1.17 -0.47 5.19
H -2.31 -0.96 3.97
H -2.24 1.30 3.47
H -0.61 1.52 4.08
H 0.79 2.34 0.69
H 0.02 3.16 2.03
H 2.57 2.68 2.13
H 1.66 2.39 3.60
H 2.82 -0.13 4.96
H 1.25 0.59 4.71
H 2.02 -2.29 4.02
H 1.15 -1.77 5.45
O -2.45 -4.93 -4.42
C -2.68 -3.76 -4.79
O -3.45 -3.24 -5.59
C -1.71 -2.95 -3.97
C -2.06 -2.49 -2.69
C -1.11 -1.95 -1.87
N 0.18 -1.85 -2.23
C 0.52 -2.27 -3.46
C -0.37 -2.77 -4.37
C 1.97 -2.10 -3.75
O 2.58 -2.58 -4.65
O 2.55 -1.35 -2.78
H -3.08 -2.58 -2.35
H -1.35 -1.59 -0.87
H -0.03 -3.06 -5.36
C -5.76 4.60 -0.88
O -4.84 3.78 -0.16
C -3.91 4.39 0.60
C -3.81 5.77 0.74
C -2.94 6.33 1.66
C -2.18 5.52 2.48
C -2.25 4.15 2.32
C -3.05 3.56 1.35
N -3.13 2.13 1.21
C -2.18 1.27 0.67
C -1.68 1.54 -0.75
C -2.56 2.21 -1.60
C -2.25 2.48 -2.92
C -1.02 2.08 -3.43
C -0.15 1.37 -2.63
C -0.49 1.06 -1.31
O 0.34 0.25 -0.60
H -6.32 5.24 -0.20
H -6.44 3.91 -1.37
H -5.25 5.20 -1.63
H -4.44 6.42 0.14
H -2.89 7.40 1.75
H -1.54 5.95 3.24
H -1.68 3.51 2.98
H -3.82 1.69 1.79
H -2.61 0.26 0.73
H -3.52 2.53 -1.21
H -2.96 3.00 -3.54
H -0.75 2.30 -4.45
H 0.80 1.05 -3.03
C 4.93 -1.79 0.38
N 4.37 -3.10 0.08
C 5.15 -4.23 0.57
C 3.10 -3.23 -0.31
O 2.28 -2.24 -0.11
N 2.64 -4.34 -0.88
C 3.49 -5.24 -1.66
C 1.21 -4.65 -0.91
H 6.00 -1.83 0.17
H 4.78 -1.53 1.43
H 4.49 -1.02 -0.25
H 5.50 -3.99 1.57
H 6.02 -4.42 -0.07
H 4.54 -5.13 0.62
H 4.45 -4.76 -1.87
H 2.98 -5.42 -2.61
H 3.65 -6.19 -1.16
H 0.67 -4.03 -0.21
H 1.09 -5.70 -0.63
H 0.81 -4.51 -1.92
Se 3.24 3.56 -0.75
C 3.08 1.84 -0.91
N 2.97 0.66 -1.01

***

*Q*
Below is a structure of composition C33H40N5O7S3SeTi, with properties calculated with ωB97M-V with the def2-TZVPD basis set.

Calculated values
Net charge   +1
Molar mass   841.739 g mol⁻¹
Spin multiplicity   1
LUMO energy   -4.159 eV
Frontier orbital gap   5.49 eV

Geometry (Å):
Ti -0.68 0.22 -0.33
C 2.07 2.14 -3.70
C 1.72 3.51 -3.10
S 0.61 3.49 -1.65
C 1.53 4.53 -0.50
C 2.82 3.94 0.08
S 2.65 2.22 0.62
C 4.05 1.45 -0.25
C 4.01 1.51 -1.79
S 2.49 0.84 -2.52
H 2.89 2.26 -4.41
H 1.22 1.73 -4.25
H 1.25 4.12 -3.86
H 2.63 4.02 -2.78
H 0.82 4.75 0.30
H 1.76 5.47 -1.01
H 3.13 4.53 0.94
H 3.63 3.98 -0.64
H 4.04 0.41 0.07
H 4.97 1.91 0.11
H 4.86 0.93 -2.17
H 4.13 2.53 -2.14
O -4.32 -1.31 -5.85
C -3.29 -0.64 -6.03
O -2.77 -0.10 -7.02
C -2.51 -0.41 -4.74
C -1.94 0.84 -4.47
C -1.30 1.06 -3.27
N -1.15 0.09 -2.35
C -1.74 -1.11 -2.60
C -2.42 -1.39 -3.75
C -1.77 -2.05 -1.44
O -2.03 -3.21 -1.49
O -1.55 -1.38 -0.26
H -2.02 1.62 -5.21
H -0.91 2.03 -3.03
H -2.92 -2.34 -3.88
C 3.07 -4.70 4.19
O 2.40 -3.56 3.66
C 1.15 -3.76 3.18
C 0.56 -5.00 3.01
C -0.73 -5.08 2.48
C -1.44 -3.95 2.15
C -0.87 -2.70 2.33
C 0.42 -2.62 2.82
N 1.09 -1.34 3.02
C 2.12 -0.99 2.37
C 2.54 -1.67 1.14
C 3.70 -2.45 1.16
C 4.09 -3.15 0.03
C 3.32 -3.06 -1.13
C 2.21 -2.23 -1.18
C 1.84 -1.51 -0.05
O 0.86 -0.58 -0.15
H 3.99 -4.33 4.64
H 3.31 -5.41 3.40
H 2.47 -5.19 4.96
H 1.09 -5.90 3.27
H -1.17 -6.06 2.33
H -2.44 -4.03 1.73
H -1.41 -1.80 2.10
H 0.84 -0.79 3.85
H 2.69 -0.15 2.77
H 4.26 -2.54 2.08
H 4.97 -3.77 0.06
H 3.61 -3.61 -2.01
H 1.64 -2.10 -2.09
C -4.21 3.51 1.81
N -3.07 2.93 1.10
C -1.96 3.85 0.85
C -3.09 1.71 0.57
O -2.26 1.41 -0.37
N -4.02 0.82 0.98
C -4.29 0.63 2.41
C -4.45 -0.27 0.11
H -4.33 4.54 1.46
H -4.06 3.53 2.89
H -5.12 2.96 1.58
H -1.66 4.30 1.80
H -2.27 4.63 0.16
H -1.13 3.31 0.43
H -3.66 1.28 3.01
H -4.06 -0.40 2.67
H -5.34 0.82 2.65
H -4.23 -0.04 -0.93
H -5.52 -0.39 0.22
H -3.96 -1.21 0.38
Se -0.38 1.77 4.31
C -0.51 1.28 2.63
N -0.57 0.88 1.53

***

It is *Q* that is most stable; the runner-up trails by 31.7 kJ/mol.

***

*P*
Below is a cluster of 2 separate species, C10H16 in total, with properties calculated with ωB97M-V with the def2-TZVPD basis set.

Calculated values
Net charge   -1
Molar mass   136.238 g mol⁻¹
Spin multiplicity   2
LUMO energy (spin up / spin down)   3.573 / 3.481 eV
Frontier orbital gap (spin up / spin down)   2.57 / 7.33 eV
⟨S²⟩   0.757

Geometry (Å):
C -1.84 -1.02 2.69
C -2.67 -2.30 2.96
C -0.68 -1.20 1.71
H -1.50 -0.59 3.63
H -2.57 -0.29 2.37
H -2.28 -3.21 2.49
H -2.65 -2.55 4.03
H -0.32 -2.23 1.75
H -3.72 -2.16 2.70
H 0.15 -0.59 2.03
H -0.89 -0.95 0.68
C -0.77 -0.38 -2.52
C 1.41 2.44 -1.28
C 2.25 1.76 -0.36
C 0.32 1.72 -1.80
C 0.21 0.36 -1.67
C 2.15 0.40 -0.18
C 1.16 -0.33 -0.87
H 1.57 3.50 -1.46
H 2.92 2.38 0.25
H -0.45 2.26 -2.34
H 2.93 -0.02 0.44
H -1.15 -1.30 -2.05
H -0.27 -0.75 -3.43
H 1.01 -1.39 -0.71
H -1.60 0.27 -2.77

***

*Q*
Below is a cluster of 2 separate species, C10H16 in total, with properties calculated with ωB97M-V with the def2-TZVPD basis set.

Calculated values
Net charge   -1
Molar mass   136.238 g mol⁻¹
Spin multiplicity   2
LUMO energy (spin up / spin down)   3.619 / 3.538 eV
Frontier orbital gap (spin up / spin down)   2.47 / 7.69 eV
⟨S²⟩   0.756

Geometry (Å):
C 0.46 -0.95 -1.48
C 0.58 -2.48 -1.51
C -0.91 -0.43 -1.14
C -1.91 -0.30 -2.12
C -1.17 0.11 0.18
C -3.11 0.31 -1.85
C -2.35 0.79 0.42
C -3.35 0.86 -0.54
H 1.14 -0.53 -0.73
H 0.76 -0.51 -2.44
H 0.76 -2.88 -0.51
H -1.60 -0.69 -3.08
H -0.40 -0.02 0.94
H -3.87 0.43 -2.61
H -2.51 1.32 1.35
H -4.24 1.46 -0.41
H 1.43 -2.82 -2.11
H -0.33 -2.90 -1.91
C 2.86 1.49 3.05
C 2.28 0.80 1.85
H 2.78 2.58 3.01
H 2.38 1.19 3.98
H 3.91 1.21 3.21
H 2.09 -0.26 1.97
H 2.95 0.94 1.00
H 1.35 1.24 1.51

***

*R*
Below is a cluster of 2 separate species, C10H16 in total, with properties calculated with ωB97M-V with the def2-TZVPD basis set.

Calculated values
Net charge   -1
Molar mass   136.238 g mol⁻¹
Spin multiplicity   2
LUMO energy (spin up / spin down)   3.798 / 3.764 eV
Frontier orbital gap (spin up / spin down)   3.15 / 6.86 eV
⟨S²⟩   0.762

Geometry (Å):
C -1.16 -1.45 -1.92
C -0.58 -1.68 -3.32
H -1.75 -0.56 -1.70
H -1.74 -2.34 -1.85
H -0.38 -1.58 -0.98
H -1.29 -1.73 -4.01
H 0.05 -0.74 -3.58
H 0.09 -2.54 -3.38
C -0.68 2.09 1.85
C -1.87 1.26 2.08
C 0.49 1.18 1.16
C 0.90 0.18 1.97
C 0.75 1.19 -0.24
C 2.00 -0.75 1.54
C 1.77 0.22 -0.68
C 2.38 -0.69 0.25
H -0.65 2.99 1.04
H -0.12 2.55 2.78
H -1.59 0.31 2.48
H 0.44 0.17 2.90
H 0.15 1.66 -0.87
H 2.60 -1.26 2.27
H 1.87 0.23 -1.70
H 3.19 -1.52 -0.05
H -2.30 0.96 1.24
H -2.59 1.84 2.70

***

It is *Q* that is most stable; the runner-up trails by 20.1 kJ/mol.

***

*P*
Below is a cluster of 2 separate species, C6H12NO3 in total, with properties calculated with ωB97M-V with the def2-TZVPD basis set.

Calculated values
Net charge   -1
Molar mass   146.166 g mol⁻¹
Spin multiplicity   1
LUMO energy   3.354 eV
Frontier orbital gap   4.93 eV

Geometry (Å):
C 1.08 -3.29 0.39
C -1.52 0.59 0.30
C 0.62 0.49 1.59
C 0.04 2.54 0.28
C -0.02 -1.31 -2.08
C -0.02 1.01 0.27
N 0.68 0.60 -0.90
O 2.24 -3.21 0.45
O -0.06 -3.51 0.41
O 0.71 -0.87 -0.98
H -2.04 1.04 1.15
H -2.01 0.91 -0.62
H -1.59 -0.50 0.37
H 0.58 -0.59 1.61
H 0.10 0.89 2.47
H 1.66 0.80 1.62
H -0.42 2.94 1.19
H 1.08 2.87 0.24
H -0.48 2.95 -0.59
H 0.18 -0.70 -2.96
H -1.11 -1.31 -1.90
H 0.29 -2.35 -2.29

***

*Q*
Below is the ion C6H12NO3 with charge -1, with properties calculated with ωB97M-V with the def2-TZVPD basis set.

Calculated values
Net charge   -1
Molar mass   146.166 g mol⁻¹
Spin multiplicity   1
LUMO energy   3.720 eV
Frontier orbital gap   5.61 eV

Geometry (Å):
O -4.06 -1.12 0.72
C -2.82 -1.31 0.81
O -2.03 -1.30 -0.34
C -0.90 -2.21 -0.24
C 0.29 -1.67 0.73
N 1.11 -0.65 -0.01
C 0.79 0.65 0.64
C 1.65 1.88 0.09
C 1.05 2.42 -1.32
O 1.27 1.50 -2.42
H -2.42 -1.44 1.88
H -1.17 -3.29 0.01
H -0.43 -2.24 -1.30
H -0.21 -1.23 1.66
H 0.95 -2.57 1.03
H 1.01 0.56 1.78
H -0.35 0.83 0.54
H 2.77 1.62 -0.04
H 1.52 2.75 0.83
H 1.48 3.45 -1.60
H -0.07 2.57 -1.16
H 0.58 0.80 -2.30

***

It is *P* that is most stable; the runner-up trails by 131.7 kJ/mol.